# 1
The following is a quantum chemistry calculation of 7 unconnected molecules or ions with the total composition C18H41N8O17P at a distorted geometry, from the Open Molecules 2025 dataset.

Structure (XYZ):
```
85
Properties=species:S:1:pos:R:3:forces:R:3
C -0.14141 -2.25338 -0.32101 -0.14 0.15 -0.08
C -0.46092 -1.53045 -1.39440 -0.01 -0.17 0.33
C -0.07004 -0.06909 -1.58689 -1.13 -0.04 0.47
N 0.29332 0.56130 -0.32542 0.37 0.46 -0.14
C -1.26226 0.65216 -2.25104 -0.12 -0.16 0.03
C -2.29663 1.14066 -1.24358 -0.14 -0.18 0.28
P -3.93215 1.30862 -1.94734 0.66 0.91 -0.52
O -4.03996 2.46871 -2.84468 -0.18 -0.10 -0.08
O -4.21697 -0.06318 -2.72527 -0.29 -0.03 0.60
C -5.17694 -1.02195 -2.25808 -0.10 -0.49 -0.33
C -6.55447 -0.77732 -2.86481 0.15 -0.17 -0.07
O -4.83890 1.39402 -0.64592 -0.17 -0.52 -0.35
C -6.17103 1.94440 -0.75197 -0.40 0.09 0.55
C -6.36330 2.90388 0.41004 0.37 -0.07 0.00
C 1.16213 -0.06077 -2.53196 -0.05 -0.70 0.04
O 2.31822 0.53382 -1.95305 -0.09 0.38 -0.35
C 2.37732 1.92735 -1.91004 0.50 -0.17 0.68
O 1.17792 2.54606 -2.40956 0.16 0.38 -0.20
C 0.53997 3.31471 -1.59647 -0.11 -0.59 0.12
N -0.09768 3.95052 -0.87939 0.77 -0.15 -0.47
H -0.05329 -1.78689 0.65183 0.97 0.06 -0.18
H 0.02513 -3.31970 -0.38779 -0.96 -0.24 0.18
H -1.05716 -1.99552 -2.17560 0.86 -0.22 -0.65
H -0.41277 0.40646 0.38165 -0.05 0.03 -0.02
H 1.15226 0.16078 0.03085 -0.03 -0.09 0.02
H -1.74658 -0.08136 -2.89497 0.05 -0.01 -0.21
H -0.94877 1.45982 -2.90794 0.03 0.16 0.11
H -2.37227 0.46783 -0.38532 -0.04 -0.17 -0.04
H -2.03482 2.11866 -0.84388 0.03 0.06 0.03
H -4.81958 -1.98591 -2.61298 0.18 -0.06 0.06
H -5.19742 -1.08334 -1.17192 0.03 0.33 0.10
H -6.65640 -1.35867 -3.77807 -0.05 0.07 -0.14
H -6.68175 0.26875 -3.12691 -0.10 0.12 0.11
H -7.34497 -1.09552 -2.18892 -0.06 0.07 0.08
H -6.87391 1.11785 -0.67274 0.00 -0.15 -0.14
H -6.32241 2.43918 -1.70719 0.27 0.02 -0.13
H -5.37526 3.18071 0.76451 0.00 0.19 0.04
H -6.86596 3.81713 0.10788 -0.19 0.01 0.04
H -6.87219 2.43546 1.24743 -0.19 0.02 0.02
H 1.45379 -1.09301 -2.70546 0.19 -0.04 0.00
H 0.90918 0.35468 -3.50608 0.06 0.30 0.02
H 3.22156 2.27796 -2.50197 -0.20 0.04 -0.40
H 2.53549 2.24006 -0.87908 -0.19 0.03 0.11
C -2.16561 5.58630 0.21112 -0.48 0.04 0.12
N -3.12824 5.17885 1.27434 0.06 0.08 -0.16
O -4.32121 5.31181 1.05698 0.07 0.01 0.06
O -2.66147 4.72772 2.29657 -0.02 -0.03 0.07
H -2.72902 5.95994 -0.63579 -0.07 0.02 0.00
H -1.52329 6.35270 0.63583 0.08 -0.06 0.04
H -1.57844 4.71197 -0.05945 -0.23 0.34 0.25
C 4.98744 -1.42442 -0.72971 -0.13 0.06 -0.08
N 4.43646 -2.79495 -0.52220 -0.09 0.20 -0.05
O 3.29962 -2.99230 -0.89211 0.00 -0.13 0.04
O 5.15747 -3.61866 0.00398 0.02 0.02 0.01
H 4.20291 -0.83109 -1.18633 0.02 0.03 -0.02
H 5.27398 -1.02871 0.24005 0.07 -0.09 0.02
H 5.85613 -1.51513 -1.37488 0.04 -0.04 0.06
C 1.46684 -2.70081 3.91063 -0.03 -0.11 0.05
N 0.29908 -2.14092 3.17775 -0.04 0.02 0.03
O -0.71079 -2.80462 3.11837 0.01 -0.01 -0.01
O 0.44086 -1.04154 2.67472 0.08 0.05 0.10
H 1.19038 -3.67480 4.29470 -0.03 0.00 -0.01
H 2.28774 -2.76943 3.20333 0.02 0.05 0.00
H 1.70773 -2.00821 4.71104 0.04 0.04 -0.04
C 7.28528 -6.09421 -0.09068 -0.05 -0.16 -0.02
N 8.50487 -6.04951 0.76031 -0.02 0.00 0.00
O 8.97241 -7.10460 1.14157 0.00 -0.02 0.05
O 8.95364 -4.95495 1.02450 0.00 0.00 0.00
H 7.01116 -7.13156 -0.23735 0.05 -0.02 0.02
H 6.50514 -5.54658 0.42653 0.03 0.08 -0.03
H 7.53035 -5.60993 -1.03064 -0.01 0.08 0.03
C 8.46007 -7.71676 4.63447 0.03 0.05 -0.16
N 7.00634 -7.80268 4.94473 0.00 0.00 0.00
O 6.22104 -7.58753 4.04385 0.00 0.02 0.00
O 6.70211 -8.08070 6.08515 0.00 0.00 0.00
H 8.57053 -7.46425 3.58759 0.01 0.00 -0.05
H 8.88192 -6.94943 5.27602 0.00 -0.05 0.07
H 8.89934 -8.68433 4.85581 -0.01 0.01 0.09
C -4.71581 8.34967 0.52997 -0.15 0.17 0.13
N -4.13673 9.66308 0.13344 -0.02 -0.03 -0.04
O -4.42992 10.63972 0.78895 -0.01 0.02 0.01
O -3.39749 9.66091 -0.82993 0.02 0.01 0.01
H -5.34427 8.50053 1.39899 0.01 0.03 0.01
H -5.28693 7.97369 -0.31256 0.09 -0.05 -0.05
H -3.88973 7.69027 0.75384 0.03 -0.03 -0.07
```
Positions in Å, forces in eV/Å.

**Relative energy (zero: lowest compared OMol25 entry of this formula, charge and spin)**: 0.0 kcal per mole
**Largest force on an atom**: 1.24 eV Å⁻¹
**HOMO level**: -9.30 eV
**Gap between HOMO and LUMO**: 9.0 eV
**Total charge**: 0
**SMILES**: C=C[C@](N)(CCP(=O)(OCC)OCC)COCOC#N.C[N+](=O)[O-].C[N+](=O)[O-].C[N+](=O)[O-].C[N+](=O)[O-].C[N+](=O)[O-].C[N+](=O)[O-]
**2S+1**: 1


# 2
The following is a quantum chemistry calculation of a molecular structure, C18H42BeN6O19S2Sr at a distorted geometry, from the Open Molecules 2025 dataset.

Structure (XYZ):
```
89
Properties=species:S:1:pos:R:3:forces:R:3
Sr -2.47849 -2.57555 -2.03231 0.73 1.76 1.92
Be 1.57812 -2.92977 -1.84346 -0.42 2.00 1.03
O -2.42450 -0.10196 -1.72800 0.12 -2.22 0.13
C -1.36167 0.29912 -0.90045 0.13 -0.84 -0.47
C -0.62070 -0.80296 -0.00074 -0.93 0.82 0.06
O -0.40012 -2.12207 -0.42105 0.39 -0.87 -2.46
H -1.72582 1.06105 -0.21126 0.06 0.11 0.58
H -0.63270 0.82718 -1.51515 0.58 -0.04 -0.19
H -1.26959 -0.92512 0.86650 -0.41 0.13 0.47
H 0.27846 -0.33051 0.39473 0.45 0.15 -0.12
C -0.99530 3.96456 -1.58328 0.69 -0.75 -1.19
N -2.12284 4.87684 -1.64611 -1.74 -0.72 0.15
O -1.94498 6.02145 -1.38039 0.70 1.76 0.36
O -3.21805 4.41166 -1.91186 0.05 -0.46 -0.16
H -0.94179 3.50303 -0.59725 0.18 0.35 -0.08
H -0.13170 4.52794 -1.93666 0.15 -0.10 0.71
H -1.18925 3.19787 -2.33339 -0.06 -0.15 0.25
C -3.95745 1.85003 -4.08255 0.10 -1.00 -0.72
N -4.82893 3.00310 -4.31739 -1.02 2.78 0.95
O -6.00424 2.87810 -3.99140 0.43 -0.57 -0.33
O -4.38286 4.09197 -4.68403 0.33 -1.79 -0.09
H -3.49446 1.60002 -5.03714 0.22 0.18 0.08
H -4.63684 1.03660 -3.82785 0.27 0.13 0.23
H -3.20801 2.02303 -3.31023 -0.30 0.25 -0.06
C -5.34573 0.74955 0.04356 -0.82 0.73 -1.93
N -4.27205 1.31255 0.89399 0.02 1.36 -0.49
O -3.72582 0.51270 1.63436 0.35 0.79 0.07
O -4.04184 2.54410 0.78526 -0.25 -3.23 0.60
H -5.20808 -0.24592 -0.37857 0.62 -0.17 1.08
H -5.36505 1.34545 -0.86893 -0.06 0.45 0.27
H -6.32648 0.84704 0.50908 0.32 0.02 0.36
C -0.38464 2.10299 3.07788 2.00 -0.96 -0.43
C 0.97078 1.45870 3.50924 -1.00 -2.14 1.32
O 2.07788 1.83809 2.72338 -0.46 2.32 -2.15
S 1.58622 2.98583 1.61078 0.83 2.46 0.01
O 1.46325 2.44562 0.24633 -0.06 0.33 2.92
O 2.41566 4.22412 1.72950 -2.60 -3.78 0.06
O 0.09127 3.21212 2.35128 1.53 1.31 -1.96
H -0.97995 2.43725 3.92758 0.11 0.07 -0.25
H -0.90921 1.40115 2.42954 -0.38 0.26 0.01
H 0.94415 0.38469 3.32514 -0.41 -0.14 0.51
H 1.15507 1.63645 4.56874 0.36 0.20 -0.17
C 1.47195 -2.53377 2.64393 -0.65 1.72 -1.71
C 1.08202 -3.92384 2.44340 0.13 -1.97 -1.38
O 0.96216 -4.47400 3.72753 -0.49 -0.43 1.94
S 1.62348 -3.57116 4.91074 1.38 -0.96 1.16
O 2.73269 -4.35111 5.53804 -3.22 2.69 -2.12
O 0.59653 -2.96963 5.75342 1.61 -1.09 -1.57
O 2.14056 -2.44086 3.81549 1.83 -0.98 4.34
H 0.56320 -1.94140 2.75058 0.00 0.54 -0.68
H 2.22170 -2.21792 1.91852 -0.76 0.40 -0.58
H 1.82972 -4.50253 1.90104 0.26 -0.02 0.07
H 0.16057 -4.04042 1.87295 -0.21 0.18 0.29
C 3.53899 -0.32805 0.00025 0.92 -1.57 -0.97
O 3.29864 -1.47227 -0.46190 -0.77 1.15 0.46
N 4.63468 0.35767 -0.34328 -0.97 1.31 1.23
C 5.61083 -0.02598 -1.33633 0.73 -0.04 0.64
C 5.07736 1.46556 0.56293 0.83 0.22 -2.00
H 2.97561 0.24264 0.75465 -0.40 -0.63 -0.08
H 5.29541 -0.81102 -2.02358 -0.10 -0.10 0.56
H 6.46211 -0.26687 -0.69962 0.48 -0.82 -0.61
H 5.98060 0.81028 -1.92967 -0.52 0.39 0.01
H 5.34597 2.27103 -0.12055 -0.40 0.50 0.09
H 4.37852 1.84644 1.30767 -0.06 -0.59 -0.18
H 6.06738 1.24181 0.96031 -0.25 -0.51 0.62
C 2.82935 -0.25777 -4.13812 0.87 2.35 -0.54
O 2.35209 -0.88605 -3.22781 -1.12 -2.06 1.57
N 2.90614 1.08937 -4.08692 -0.04 0.87 0.08
C 3.58493 1.85828 -5.15861 0.38 -0.89 1.12
C 2.55770 1.86404 -2.82556 0.71 -1.10 -1.23
H 3.31441 -0.68330 -5.03022 -0.32 -0.17 -0.04
H 3.70073 1.20438 -6.02295 -0.34 0.39 -0.22
H 4.59682 2.06137 -4.80798 0.14 0.30 -0.08
H 3.08833 2.81251 -5.33455 -0.16 -0.35 -0.31
H 2.85453 2.89465 -3.02004 -0.48 -0.01 0.04
H 1.50845 1.71865 -2.56854 0.10 0.25 -0.05
H 3.18304 1.50955 -2.00618 -0.15 -0.12 0.00
C -3.19113 -3.45991 1.41561 0.45 -0.33 -0.60
O -3.32078 -3.70879 0.18285 0.13 0.56 0.79
N -2.99683 -4.37187 2.35782 0.90 0.69 0.92
C -2.67147 -4.00876 3.76881 -1.50 -0.60 0.01
C -2.83385 -5.78241 2.09052 -0.23 -0.37 -0.75
H -3.17342 -2.44925 1.85204 -0.24 0.05 -0.53
H -2.78585 -2.96917 4.07587 0.64 0.26 -0.86
H -1.74057 -4.48462 4.07716 0.06 0.37 -0.10
H -3.49188 -4.43561 4.34574 0.18 -0.49 0.26
H -1.79974 -6.07328 1.90580 0.23 0.32 -0.01
H -3.15654 -6.38610 2.93878 -0.33 0.20 -0.11
H -3.39682 -5.99859 1.18254 -0.06 -0.29 0.21
```
Positions in Å, forces in eV/Å.

**Largest force on an atom**: 4.81 eV Å⁻¹
**HOMO level (alpha / beta)**: -10.72 / -10.72 eV
**Gap between HOMO and LUMO (alpha / beta)**: 6.9 / 5.8 eV
**Total charge**: +1
**2S+1**: 2


# 3
The following is a quantum chemistry calculation of 10 unconnected molecules or ions with the total composition C18H42Cl18O16P4 at a distorted geometry, from the Open Molecules 2025 dataset.

Structure (XYZ):
```
98
Properties=species:S:1:pos:R:3:forces:R:3
C 4.50710 -7.66801 -0.21109 0.74 -0.55 1.66
O 3.46442 -6.83098 -0.56836 -1.21 2.22 -3.02
P 3.77862 -5.54237 -1.59090 -2.02 -1.47 1.06
O 5.13849 -5.07987 -1.45942 1.65 0.01 -0.51
O 2.74674 -4.45946 -1.01147 -0.49 -0.43 0.29
C 2.87862 -3.97578 0.37792 1.08 -0.53 0.17
O 3.23756 -5.97576 -3.08179 0.72 0.79 1.20
C 4.00834 -6.91652 -3.89446 0.02 -0.83 0.74
H 4.48563 -8.70622 -0.54236 -0.45 0.12 -0.81
H 4.29237 -7.74158 0.85502 1.11 -0.21 0.37
H 5.46366 -7.21146 -0.46534 0.13 -0.15 0.39
H 2.88335 -2.88617 0.40683 -0.30 -0.29 -0.48
H 3.79726 -4.29349 0.87113 0.68 0.04 -0.82
H 2.21432 -4.39088 1.13586 -1.13 -0.07 -0.94
H 4.01818 -6.73427 -4.96908 -0.48 0.83 0.26
H 3.55486 -7.89792 -3.75547 -0.11 0.01 0.04
H 5.05099 -7.01964 -3.59390 -0.01 0.43 0.29
C -6.77874 2.94632 5.28999 1.52 -0.06 -0.37
O -7.40983 1.93115 4.49556 0.15 -0.43 -0.75
P -7.01034 1.80076 2.93333 0.44 -1.04 0.11
O -7.75172 2.82961 2.16349 1.26 -1.45 0.06
O -7.28147 0.21697 2.48761 0.16 1.29 1.03
C -6.58189 -0.98920 2.96425 -0.12 0.17 -0.28
O -5.34041 1.85143 2.94591 -1.55 0.79 -0.53
C -4.68948 2.73106 1.97218 -0.48 -0.15 -0.09
H -7.41101 3.65404 5.82614 -0.64 -0.80 0.00
H -6.13700 3.59683 4.69576 -0.04 -0.04 -0.39
H -6.07761 2.39154 5.91347 -0.27 0.34 0.56
H -5.67958 -0.72432 3.51541 -0.09 -0.12 -0.17
H -6.39312 -1.68354 2.14549 0.67 0.95 -0.81
H -7.18784 -1.71683 3.50413 -0.71 1.05 0.95
H -4.54068 3.74323 2.34833 -0.12 -0.08 0.42
H -5.30307 2.82383 1.07608 0.04 -0.16 0.03
H -3.71640 2.32024 1.70306 -0.18 -0.31 0.19
C 1.14478 -0.99414 -0.95708 -0.26 -1.01 -0.05
O 1.31892 0.28275 -1.53000 -0.11 0.89 -0.08
P 0.03223 1.16768 -1.90198 0.03 -1.79 -1.54
O -1.15915 0.36060 -2.37029 2.16 2.10 0.72
O 0.61725 2.09386 -3.08242 0.23 -0.27 0.86
C 1.83495 2.88647 -2.97659 -0.41 0.09 0.47
O -0.02822 1.98543 -0.54288 -0.28 0.01 0.05
C -0.93846 3.05441 -0.29957 0.10 0.95 -1.09
H 0.07837 -1.21924 -0.97102 0.13 -0.59 -0.22
H 1.47913 -1.14640 0.06914 0.13 1.00 0.25
H 1.76083 -1.68399 -1.53387 -0.43 -0.17 -0.17
H 1.49439 3.83813 -2.56861 0.49 0.01 0.48
H 2.32627 3.13386 -3.91761 -0.82 -0.58 -0.54
H 2.61560 2.37282 -2.41548 -0.36 0.09 0.50
H -1.63081 2.86234 0.52011 0.14 -0.32 -0.14
H -1.45562 3.30222 -1.22651 -0.48 -0.27 0.16
H -0.39088 3.97781 -0.11091 0.36 -0.33 0.44
C 4.39223 -1.93511 2.74642 0.58 1.03 -0.37
O 3.77426 -2.13496 3.99289 -0.48 0.41 2.31
P 3.92025 -1.00378 5.20154 0.74 -0.54 -2.64
O 3.24545 0.28312 4.95195 -0.33 -1.00 0.75
O 3.56214 -1.88927 6.49211 0.33 0.34 -0.23
C 2.15678 -2.13996 6.66949 -1.07 0.07 0.11
O 5.50904 -0.78699 5.10020 -1.47 -1.13 1.04
C 6.17058 0.02162 6.06578 1.12 0.42 -0.79
H 5.05670 -1.07851 2.85964 -0.07 0.14 -0.62
H 3.63604 -1.76249 1.98059 0.07 0.18 0.10
H 5.03357 -2.75661 2.42718 -0.24 -0.38 0.41
H 1.76912 -2.49976 5.71640 -0.44 0.60 0.02
H 1.66909 -1.29147 7.14940 -0.01 0.62 -1.01
H 1.80874 -2.88376 7.38624 1.57 -0.77 0.18
H 6.69127 0.75589 5.45110 0.12 0.26 0.33
H 6.92923 -0.61933 6.51495 -0.22 0.22 0.48
H 5.53629 0.56136 6.76896 -0.15 -0.39 0.01
Cl 1.46718 7.83644 -4.57504 0.12 -0.70 -0.14
C 2.23264 6.22104 -4.76961 0.01 0.18 0.81
Cl 3.84119 6.37328 -5.42045 0.49 0.18 -0.31
Cl 1.28841 5.08370 -5.68759 -0.38 0.15 -0.31
H 2.35850 5.77899 -3.78125 -0.21 0.36 -0.07
Cl -2.28299 8.72406 1.48393 0.44 -0.57 -0.58
C -1.20196 7.40575 0.85299 -0.24 0.64 0.98
Cl -0.54643 7.71308 -0.71961 -0.15 0.18 -0.70
Cl -2.06889 5.85584 0.91816 0.29 0.49 0.15
H -0.33183 7.46366 1.50691 -0.44 -0.65 0.19
Cl -0.57323 -2.44745 -6.41393 -0.09 0.92 -1.42
C -0.54258 -3.12757 -4.80156 -0.26 0.14 -1.08
Cl -2.03115 -2.59906 -3.98717 0.51 -0.74 0.15
Cl 0.90615 -2.60940 -4.01733 0.30 -0.14 0.68
H -0.45592 -4.15305 -5.16068 -0.50 -0.37 1.59
Cl -5.19453 0.02525 -0.94242 -0.51 0.08 0.21
C -3.70245 -0.90188 -1.03970 -0.49 0.18 -0.92
Cl -4.12057 -2.65254 -0.91033 0.66 0.74 0.39
Cl -2.54603 -0.18596 0.06744 -0.18 -0.85 0.61
H -3.33638 -0.73852 -2.05330 0.30 -0.15 0.30
Cl -4.11279 1.73520 -3.85745 -0.14 0.64 0.53
C -4.75075 3.19358 -3.03390 -0.37 0.15 -0.86
Cl -4.41987 4.65026 -3.98372 0.04 -0.01 -0.45
Cl -4.11285 3.49207 -1.44654 0.12 -0.43 0.56
H -5.83731 3.12676 -2.97905 0.29 -0.29 0.09
Cl 1.55215 0.53749 -5.61126 -0.90 0.49 -0.53
C -0.09818 0.96991 -6.22022 0.35 0.32 -0.52
Cl -0.11414 1.10701 -8.04006 0.19 -0.13 1.07
Cl -0.72681 2.50405 -5.52680 0.13 -1.10 -0.68
H -0.72923 0.11067 -5.99305 -0.03 0.51 0.21
```
Positions in Å, forces in eV/Å.

**Largest force on an atom**: 3.94 eV Å⁻¹
**HOMO level**: -10.48 eV
**Gap between HOMO and LUMO**: 10.8 eV
**Total charge**: 0
**SMILES**: COP(=O)(OC)OC.COP(=O)(OC)OC.COP(=O)(OC)OC.COP(=O)(OC)OC.ClC(Cl)Cl.ClC(Cl)Cl.ClC(Cl)Cl.ClC(Cl)Cl.ClC(Cl)Cl.ClC(Cl)Cl
**2S+1**: 1